(1)
{"formula": "C9H17P", "method": "ωB97M-V with the def2-TZVPD basis set", "species": ["C", "C", "C", "C", "C", "C", "C", "C", "C", "P", "H", "H", "H", "H", "H", "H", "H", "H", "H", "H", "H", "H", "H", "H", "H", "H", "H"], "coordinates": [[-1.37380, -2.32526, -2.77555], [-1.42674, -1.70584, -1.73685], [-1.36421, -3.12344, -3.98077], [0.00478, 3.64637, 0.54725], [0.49691, 1.44739, -0.83099], [-0.49225, -0.94145, 2.58129], [1.89982, -0.14385, 1.97677], [0.61966, 2.29386, 0.47028], [0.49720, -0.56225, 1.47965], [-0.52459, 0.80261, 0.61421], [-0.66176, -3.93994, -3.80747], [-2.24422, -3.79986, -4.09637], [-1.32876, -2.61249, -5.00539], [0.09025, 4.07099, 1.47544], [0.41530, 4.37087, -0.18540], [-1.02482, 3.44935, 0.27183], [-1.43613, -1.06678, -0.91634], [1.26708, 0.80905, -1.37082], [0.03315, 2.02581, -1.61273], [-0.84234, -0.05282, 3.24406], [-1.39245, -1.42268, 2.25938], [-0.06427, -1.62468, 3.28799], [2.48410, -0.14048, 1.14617], [2.17071, -0.97857, 2.63078], [1.96431, 0.76156, 2.58353], [1.47703, 2.03727, 1.07693], [0.75606, -1.27474, 0.67310]], "mulliken_charge": [-0.20, 0.40, -1.29, -1.44, -0.80, -1.45, -1.79, 0.25, 0.62, -0.30, 0.29, 0.30, 0.27, 0.40, 0.31, 0.34, 0.24, 0.27, 0.34, 0.30, 0.37, 0.42, 0.46, 0.48, 0.38, 0.43, 0.39], "smiles": "CC(C)P1C[C@H]1C.C#CC", "total_charge": 0, "de_lowest_kcal_mol": 36.7, "lumo_energy_ev": 1.000, "energy_ha": -694.32046}



(2)
{"formula": "C9H18AlO17S2", "method": "ωB97M-V with the def2-TZVPD basis set", "species": ["Al", "S", "O", "O", "O", "O", "S", "O", "O", "O", "O", "C", "O", "C", "O", "O", "C", "H", "H", "H", "H", "H", "H", "C", "O", "C", "O", "O", "C", "H", "H", "H", "H", "H", "H", "C", "O", "C", "O", "O", "C", "H", "H", "H", "H", "H", "H"], "coordinates": [[-0.22964, 0.16240, -0.28106], [-3.70348, 0.26648, -1.25919], [-4.19555, 0.91374, -2.51889], [-2.65594, -0.72111, -1.51672], [-2.92524, 1.30525, -0.62446], [-4.80289, -0.21996, -0.44200], [-0.37963, 3.65292, 0.07602], [-1.55516, 4.39672, -0.22719], [0.80336, 4.42778, 0.33305], [-0.52147, 2.62888, 1.09712], [-0.22279, 2.87258, -1.12276], [-1.54966, 0.75381, 5.75118], [-1.15109, 0.28022, 4.51323], [-1.97739, 0.31292, 3.37419], [-1.59230, -0.22109, 2.30644], [-3.22100, 0.98133, 3.58312], [-4.00046, 1.42529, 2.52489], [-2.52060, 0.31051, 5.97225], [-1.62874, 1.84093, 5.74887], [-0.78797, 0.68666, 6.52799], [-3.30692, 1.94151, 1.86110], [-4.73287, 2.16945, 2.83779], [-4.51114, 0.65031, 1.95330], [3.93066, 3.57852, 0.45069], [4.49668, 2.48565, -0.20951], [3.75445, 1.41031, -0.55524], [2.56623, 1.14701, -0.30008], [4.61834, 0.56180, -1.13768], [4.29899, -0.88573, -1.22998], [2.95067, 3.80272, 0.02944], [4.60214, 4.43713, 0.45069], [3.75975, 3.24596, 1.47455], [3.61766, -1.23433, -0.45386], [5.22244, -1.44649, -1.08545], [3.82938, -1.10876, -2.18801], [-1.53758, -3.09267, -3.06466], [-0.28070, -3.80316, -2.90074], [0.85514, -3.16144, -2.46831], [0.85447, -2.10465, -1.88073], [1.93661, -3.92841, -2.74959], [1.87063, -5.26770, -3.21818], [-1.98535, -2.83035, -2.10613], [-2.30194, -3.55477, -3.68941], [-1.31021, -2.18499, -3.62370], [2.80701, -5.82539, -3.20105], [1.57274, -5.20739, -4.26496], [1.24035, -5.85042, -2.54640]], "mulliken_charge": [0.98, 1.10, -0.58, -0.55, -0.35, -0.66, 1.17, -0.52, -0.64, -0.43, -0.53, -0.64, -0.28, 0.62, -0.54, -0.34, -0.27, 0.29, 0.27, 0.25, 0.06, 0.25, 0.25, -0.41, -0.35, 0.68, -0.53, -0.34, -0.60, 0.20, 0.22, 0.26, 0.28, 0.30, 0.25, -0.56, -0.38, 0.57, -0.21, -0.32, -0.59, 0.25, 0.32, 0.27, 0.24, 0.27, 0.27], "total_charge": -1, "de_lowest_kcal_mol": 52.1, "lumo_energy_ev": -1.925, "energy_ha": -2671.45935}



(3)
{"formula": "C9H18BaF6O7", "method": "ωB97M-V with the def2-TZVPD basis set", "species": ["Ba", "O", "H", "O", "H", "C", "O", "O", "C", "F", "F", "F", "C", "C", "H", "H", "H", "H", "H", "H", "C", "O", "O", "C", "F", "F", "F", "C", "C", "H", "H", "H", "H", "H", "H", "C", "O", "H", "H", "H", "H"], "coordinates": [[-2.47903, 0.21465, -0.92863], [-5.80766, -0.84018, -2.11194], [-6.35937, -0.52693, -1.36896], [-1.68062, -3.05181, -2.44247], [-1.26129, -3.78553, -1.95223], [3.54232, 1.76143, -1.67888], [3.96706, 0.99755, -2.77844], [2.14749, 1.44638, -1.58817], [4.52584, 1.68138, -0.39190], [4.75141, 0.46057, 0.16319], [5.71148, 2.31693, -0.69075], [3.97202, 2.41233, 0.55324], [5.04991, 1.49000, -3.58954], [5.32890, 0.37630, -4.58612], [5.69574, -0.55484, -4.15424], [4.38929, 0.22104, -5.11635], [5.99199, 0.81409, -5.33227], [5.99201, 1.78203, -3.12559], [4.65746, 2.27139, -4.24032], [3.56231, 2.79666, -2.01948], [-2.67964, -1.45677, 3.75516], [-1.70689, -1.94267, 2.85295], [-3.35181, -0.43665, 3.03180], [-3.48265, -2.57263, 4.53182], [-4.24622, -3.29996, 3.69022], [-2.73876, -3.44421, 5.28627], [-4.29110, -1.96730, 5.43652], [-0.77314, -2.90450, 3.31719], [0.43771, -3.04075, 2.38335], [1.19060, -3.73425, 2.75795], [0.07646, -3.43145, 1.43206], [0.92575, -2.06958, 2.30121], [-1.20083, -3.90552, 3.37316], [-0.28369, -2.60597, 4.24424], [-2.10245, -0.96987, 4.54123], [-4.88884, 4.20664, -0.78657], [-3.57218, 3.86167, -1.26761], [-5.51749, 4.60220, -1.58434], [-5.33684, 3.30569, -0.36742], [-4.96930, 4.86070, 0.08166], [-3.18583, 4.66185, -1.63098]], "mulliken_charge": [1.60, -0.99, 0.14, -0.99, 0.12, -0.18, -0.19, -0.89, 0.77, -0.28, -0.29, -0.26, -0.10, -1.27, 0.33, 0.29, 0.39, 0.25, 0.26, 0.19, -0.05, -0.21, -0.84, 0.74, -0.27, -0.27, -0.28, -0.15, -1.30, 0.36, 0.32, 0.31, 0.27, 0.28, 0.18, -0.52, -0.45, 0.26, 0.21, 0.27, 0.26], "total_charge": -2, "lumo_energy_ev": 3.332, "energy_ha": -1504.90210}



(4)
{"formula": "C9H18BeMgN2O15", "method": "ωB97M-V with the def2-TZVPD basis set", "species": ["Mg", "Be", "N", "O", "O", "O", "N", "O", "O", "O", "C", "O", "C", "O", "O", "C", "H", "H", "H", "H", "H", "H", "C", "O", "C", "O", "O", "C", "H", "H", "H", "H", "H", "H", "C", "O", "C", "O", "O", "C", "H", "H", "H", "H", "H", "H"], "coordinates": [[3.42565, 2.55185, -2.20556], [1.94212, -1.80803, -3.35079], [0.72669, 0.96528, -1.64587], [1.66054, 1.62356, -1.98764], [-0.07947, 1.40329, -0.78827], [0.58155, -0.14281, -2.15378], [4.39290, -0.21302, -1.11758], [5.39909, -0.63909, -0.61084], [4.20740, 0.96426, -1.21302], [3.59819, -0.94001, -1.66583], [0.83324, 4.55987, 0.34548], [1.93247, 4.35046, 1.22509], [3.02760, 3.71461, 0.84107], [3.22203, 3.39780, -0.31007], [3.92757, 3.53721, 1.78192], [3.70054, 3.83048, 3.12340], [1.33078, 4.77213, -0.60083], [0.31345, 5.42827, 0.75022], [0.13163, 3.72570, 0.34210], [2.98472, 3.22811, 3.68273], [3.38133, 4.87130, 3.17732], [4.66962, 3.91119, 3.61580], [-0.62234, -1.54864, 0.61586], [-0.27757, -2.95296, 0.69404], [0.63750, -3.41265, -0.18384], [1.07507, -2.80836, -1.15996], [0.97355, -4.57220, 0.19941], [1.90750, -5.27667, -0.61139], [0.11193, -0.88311, 1.06977], [-1.55918, -1.34978, 1.13633], [-0.86971, -1.38810, -0.43348], [1.53509, -5.48398, -1.61460], [1.99660, -6.29581, -0.23522], [2.85214, -4.74059, -0.51985], [-3.80347, 0.35437, -1.25109], [-4.52340, 0.05446, -0.07559], [-5.39065, -0.94867, -0.06723], [-5.63996, -1.66744, -1.00682], [-5.78203, -1.14986, 1.17398], [-6.62638, -2.32258, 1.40493], [-4.49084, 0.59160, -2.06310], [-3.28760, -0.54060, -1.59893], [-3.03338, 1.12354, -1.19258], [-7.57611, -2.23191, 0.87779], [-6.82507, -2.40987, 2.47311], [-6.09133, -3.23259, 1.13344]], "lowdin_spin": [0.01, 0.74, 0.00, 0.00, 0.00, 0.09, 0.00, 0.01, 0.00, 0.07, 0.00, 0.00, 0.00, 0.00, 0.00, 0.00, 0.00, 0.00, 0.00, 0.00, 0.00, 0.00, 0.00, 0.00, 0.00, 0.07, 0.00, 0.00, 0.00, 0.00, 0.00, 0.00, 0.00, 0.00, 0.00, 0.00, 0.00, 0.00, 0.00, 0.00, 0.00, 0.00, 0.00, 0.00, 0.00, 0.00], "total_charge": 1, "multiplicity": 2, "lumo_energy_ev": [-5.845, -5.857], "s2": 0.75, "energy_ha": -1806.15599}



(5)
{"formula": "C9H18Br2", "method": "ωB97M-V with the def2-TZVPD basis set", "species": ["C", "C", "C", "C", "C", "C", "C", "C", "C", "Br", "Br", "H", "H", "H", "H", "H", "H", "H", "H", "H", "H", "H", "H", "H", "H", "H", "H", "H", "H"], "coordinates": [[-0.07319, 2.62621, -1.12912], [-1.93396, 1.27453, -0.11582], [-0.34503, 2.57561, 1.36331], [0.10489, -1.95943, -1.03620], [1.91777, -2.69523, 0.45263], [-0.11918, -1.60931, 1.38378], [-0.69601, 2.04011, 0.06702], [0.91122, -1.56444, 0.26804], [1.34778, -0.06069, 0.17070], [2.16718, 0.51993, -1.55729], [2.44316, 0.41942, 1.70924], [-0.65132, 3.29590, -1.75664], [0.18704, 1.73726, -1.77509], [0.76134, 3.13212, -0.82650], [-2.47633, 1.13901, 0.74419], [-2.58084, 1.90207, -0.85748], [-1.94865, 0.44264, -0.67582], [-0.18159, 3.64364, 1.24299], [0.65386, 2.04420, 1.68312], [-1.11925, 2.40625, 2.12477], [-0.51365, -2.82256, -0.79240], [-0.40934, -1.18508, -1.38659], [0.72083, -2.31849, -1.84686], [2.86761, -2.30420, 0.02718], [2.23014, -2.85776, 1.50719], [1.64980, -3.72069, -0.01951], [0.59900, -1.35382, 2.27247], [-0.96570, -0.88877, 1.45142], [-0.62540, -2.59877, 1.40924]], "mulliken_charge": [-1.52, -1.75, -1.00, -2.11, -1.47, -1.32, 1.69, 1.87, -0.41, -0.17, -0.17, 0.44, 0.20, 0.49, 0.45, 0.35, 0.35, 0.40, -0.03, 0.35, 0.51, 0.43, 0.48, 0.38, 0.37, 0.29, 0.34, 0.17, 0.41], "total_charge": 0, "de_lowest_kcal_mol": 74.7, "lumo_energy_ev": [-0.774, 0.302], "energy_ha": -5501.56376}



(6)
{"formula": "C9H18CrI2N3OP2", "method": "ωB97M-V with the def2-TZVPD basis set", "species": ["I", "I", "Cr", "P", "C", "C", "H", "H", "H", "H", "H", "H", "C", "H", "H", "H", "P", "C", "C", "H", "H", "H", "C", "H", "H", "H", "H", "H", "H", "C", "O", "N", "C", "N", "C", "N"], "coordinates": [[-3.19789, 0.33860, -3.87200], [-0.73140, 0.56649, -4.78773], [-0.26423, 0.01261, 0.16398], [-0.30099, -2.15906, -0.36250], [-0.74280, -3.09806, 1.11526], [-1.33010, -2.75196, -1.71151], [-1.33416, -3.85467, -1.67175], [1.37631, -3.66284, -1.16626], [-0.93841, -2.39491, -2.67427], [1.84764, -1.93680, -1.42745], [-1.57754, -2.59742, 1.61364], [-2.33825, -2.32555, -1.60117], [1.40007, -2.65692, -0.72712], [-1.05231, -4.10062, 0.79759], [1.97091, -2.67684, 0.21109], [0.10169, -3.13302, 1.81147], [-0.19190, 2.20856, -0.34168], [-0.42487, 3.10622, 1.21315], [1.52471, 2.57457, -0.78912], [-0.90671, 2.76504, -2.55557], [-1.17767, 4.16152, -1.42278], [-2.26947, 2.69990, -1.45772], [-1.23648, 3.06516, -1.55467], [1.73592, 2.15397, -1.78350], [1.66691, 3.66484, -0.79987], [-0.47847, 4.19129, 1.03397], [0.42055, 2.87122, 1.87469], [2.20045, 2.14438, -0.03548], [-1.34435, 2.76809, 1.70911], [-1.79046, 0.14800, 1.23678], [-2.84320, 0.16711, 1.74322], [1.25996, 0.03608, 1.32286], [1.98857, -0.14678, 2.24653], [2.93211, -0.12715, 3.08748], [2.96440, -0.76616, 4.25167], [3.08148, -1.25491, 5.30967]], "lowdin_spin": [0.00, 0.00, 2.63, 0.01, 0.03, -0.01, 0.00, 0.00, 0.00, 0.00, 0.00, 0.00, 0.01, 0.00, 0.00, 0.00, 0.01, 0.02, 0.01, 0.00, 0.00, 0.00, -0.01, 0.00, 0.00, 0.00, 0.00, 0.00, 0.00, 0.05, 0.10, 0.03, 0.03, 0.06, 0.00, 0.03], "total_charge": 2, "multiplicity": 4, "lumo_energy_ev": [-9.990, -9.893], "s2": 3.81, "energy_ha": -2915.12728}